# 1
Below is a molecular structure, C4H4I2O in a non-equilibrium geometry, with properties calculated with ωB97M-V with the def2-TZVPD basis set.

CARTESIAN COORDINATES (ANGSTROEM)
C (-0.60701, 0.70081, -0.24186)
C (0.31913, 0.11398, 0.86440)
C (0.43595, 0.22226, -2.29351)
C (0.12596, -1.11003, 1.41567)
O (0.29732, 1.10133, -1.30631)
I (-1.57342, -2.50011, 1.01541)
I (1.26511, -1.73794, 2.99411)
H (-1.38960, 0.14780, -0.60501)
H (-1.14496, 1.70188, 0.02485)
H (1.27945, 0.53613, 1.12408)
H (0.99207, 0.82388, -2.99184)

Calculated values
- HOMO energy (Eh) = -0.3293
- electronic energy (Ha) = -825.26976
- relative energy (zero: lowest compared OMol25 entry of this formula, charge and spin) (kJ/mol) = 322.8
- orbital gap (eV) = 8.568
- maximum force (eV Å⁻¹) = 4.72


# 2
Below is 2 unconnected molecules or ions with the total composition C6H12N2 in a non-equilibrium geometry, with properties calculated with ωB97M-V with the def2-TZVPD basis set.

CARTESIAN COORDINATES (ANGSTROEM)
C (-1.22100, 2.43923, -0.17325)
C (-1.11868, 2.26666, -1.67669)
H (-2.19268, 2.09513, 0.16803)
H (-0.50329, 1.83228, 0.34522)
H (-1.06243, 3.44715, 0.21765)
H (-0.13509, 2.39438, -2.12408)
H (-1.64230, 3.08299, -2.19578)
H (-1.57780, 1.32356, -1.95493)
C (-0.82325, -2.12260, 1.60611)
C (0.92586, -0.54438, -1.02968)
C (0.03394, -1.23049, 0.80704)
C (1.13946, -0.52748, 1.14163)
N (-0.07057, -1.22221, -0.57364)
N (1.73967, -0.11363, -0.01827)
H (1.24035, -0.38148, -2.04717)
H (2.49882, 0.54448, -0.01074)
H (1.58901, -0.28783, 2.09584)
H (-0.91777, -3.10342, 1.13742)
H (-1.87334, -1.80495, 1.65043)
H (-0.49775, -2.33052, 2.62072)

Calculated values
- HOMO energy (Eh) = -0.3177
- electronic energy (Ha) = -345.32018
- structure (SMILES) = Cc1c[nH]cn1.CC
- relative energy (zero: lowest compared OMol25 entry of this formula, charge and spin) (kJ/mol) = 20.2
- orbital gap (eV) = 9.524
- maximum force (eV Å⁻¹) = 1.48


# 3
Below is C3H10N4 in the gas phase in a non-equilibrium geometry, with properties calculated with ωB97M-V with the def2-TZVPD basis set.

CARTESIAN COORDINATES (ANGSTROEM)
C (-0.52663, 1.69374, 0.79227)
C (1.74393, 1.02541, -0.08989)
N (0.44494, 0.59508, 0.41211)
C (-0.13718, -0.57401, 0.00275)
N (-1.87348, -1.90156, -0.56801)
N (0.71480, -1.57519, -0.35810)
N (-1.43825, -0.71495, -0.04313)
H (-2.88357, -1.96392, -0.43052)
H (-1.73901, -1.88420, -1.58261)
H (0.15830, -2.42315, -0.43263)
H (1.49850, -1.65996, 0.27373)
H (2.06948, 1.94562, 0.40719)
H (2.51480, 0.27025, 0.09701)
H (-0.96492, 2.12554, -0.11166)
H (0.02819, 2.47213, 1.32431)
H (-1.30972, 1.35069, 1.47465)
H (1.69982, 1.21848, -1.16747)

Calculated values
- HOMO energy (Eh) = -0.2715
- electronic energy (Ha) = -339.28775
- structure (SMILES) = CN(C)/C(N)=N/N
- relative energy (zero: lowest compared OMol25 entry of this formula, charge and spin) (kJ/mol) = 105.6
- orbital gap (eV) = 8.376
- maximum force (eV Å⁻¹) = 3.29


# 4
Below is a molecular structure, C35H33ClIrN2O3PSi in a non-equilibrium geometry, with properties calculated with ωB97M-V with the def2-TZVPD basis set.

CARTESIAN COORDINATES (ANGSTROEM)
Ir (-0.35139, 0.03678, -0.53673)
C (3.27141, -1.15552, -0.16703)
C (2.98951, 0.31048, -0.18993)
C (3.98211, 1.27028, -0.04803)
C (3.63951, 2.61658, -0.13123)
C (2.34171, 2.99078, -0.39273)
C (1.38881, 1.98038, -0.58143)
N (1.73761, 0.68078, -0.42053)
N (0.09661, 2.12198, -0.92743)
Si (-0.42459, 3.34608, -2.05283)
C (-1.95359, 2.70448, -2.98673)
C (0.98501, 3.61048, -3.32853)
C (-0.76869, 4.99978, -1.15013)
H (3.66301, -1.45472, -1.13973)
H (2.34761, -1.70532, -0.00213)
H (4.00451, -1.41142, 0.59587)
H (4.99951, 0.96258, 0.12017)
H (4.39791, 3.37498, -0.01113)
H (2.04161, 4.02438, -0.43873)
H (-1.76799, 1.73958, -3.45113)
H (-2.23279, 3.39868, -3.77513)
H (-2.81179, 2.58438, -2.33383)
H (1.47161, 2.67008, -3.57603)
H (1.75101, 4.28178, -2.95323)
H (0.60061, 4.03778, -4.24903)
H (-1.47309, 4.87408, -0.33423)
H (-1.18289, 5.72888, -1.83873)
H (0.14031, 5.42688, -0.73693)
O (-2.66939, -0.05132, -1.51213)
C (-2.43359, -0.01492, -0.31993)
C (-3.04669, -0.05512, 0.91377)
C (-4.45389, 0.15648, 1.04817)
C (-5.01439, 0.29098, 2.28537)
C (-4.23319, 0.21098, 3.44907)
C (-2.87929, -0.05982, 3.35717)
C (-2.27779, -0.20672, 2.11997)
P (-0.53529, -0.55092, 1.84257)
C (-0.30479, -2.34852, 1.92607)
C (0.99061, -2.85672, 2.00167)
C (1.21271, -4.21102, 1.85447)
C (0.14661, -5.06502, 1.61987)
C (-1.14659, -4.57032, 1.60337)
C (-1.37679, -3.21492, 1.74987)
C (0.24221, 0.07288, 3.36527)
C (0.39341, 1.44678, 3.52597)
C (0.80551, 1.96048, 4.74227)
C (1.08981, 1.10468, 5.79767)
C (0.94891, -0.26332, 5.63667)
C (0.52601, -0.78132, 4.42667)
H (-5.04229, 0.23418, 0.14927)
H (-6.07639, 0.46518, 2.37557)
H (-4.68659, 0.35698, 4.41487)
H (-2.28469, -0.15642, 4.25627)
H (1.81701, -2.17712, 2.16017)
H (2.21991, -4.59822, 1.90427)
H (0.32211, -6.11432, 1.44367)
H (-1.98059, -5.23902, 1.45677)
H (-2.38189, -2.81942, 1.71117)
H (0.16691, 2.10738, 2.70027)
H (0.89291, 3.02848, 4.87997)
H (1.40481, 1.50408, 6.75117)
H (1.14781, -0.93562, 6.45927)
H (0.39431, -1.84652, 4.31207)
Cl (0.95081, -0.90072, -7.59093)
C (0.68231, -1.44982, -5.97383)
C (0.62801, -2.81182, -5.71593)
C (0.41121, -3.24392, -4.42203)
C (0.24571, -2.33072, -3.38783)
C (0.31041, -0.97382, -3.66393)
C (0.52211, -0.52192, -4.95513)
C (-0.05269, -2.90162, -2.00013)
O (-0.04959, -4.11302, -1.86493)
O (-0.28109, -2.06942, -1.06833)
H (0.74391, -3.52342, -6.51853)
H (0.36271, -4.29492, -4.18143)
H (0.19191, -0.24892, -2.85463)
H (0.55371, 0.53528, -5.17403)

Calculated values
- HOMO energy (alpha / beta) (Eh) = -0.2779 / -0.2790
- electronic energy (Ha) = -2884.18134
- relative energy (zero: lowest compared OMol25 entry of this formula, charge and spin) (kJ/mol) = 336.1
- orbital gap (alpha / beta) (eV) = 6.578 / 6.607
- maximum force (eV Å⁻¹) = 7.55


# 5
Below is a molecular structure, C25H17Cl2InNO3S2Te, with properties calculated with ωB97M-V with the def2-TZVPD basis set.

CARTESIAN COORDINATES (ANGSTROEM)
In (0.82142, -1.63987, 0.37069)
Cl (0.72339, -2.86885, 2.72948)
C (-0.47241, -4.03374, 2.16165)
C (-1.34473, -4.52733, 3.11371)
C (-2.30157, -5.45096, 2.72582)
C (-2.37359, -5.85271, 1.40203)
C (-1.49458, -5.33249, 0.46507)
Cl (-1.62992, -5.87796, -1.16759)
C (-0.50952, -4.40180, 0.81288)
S (0.62860, -3.85677, -0.44015)
H (-1.26619, -4.19895, 4.13994)
H (-2.98754, -5.85603, 3.45566)
H (-3.11130, -6.57353, 1.08100)
Te (-1.42912, -0.03524, 0.78916)
C (-2.35272, -0.46162, -1.04718)
C (-3.73811, -0.35339, -1.09991)
C (-4.38988, -0.62202, -2.29555)
C (-3.66265, -0.99544, -3.41538)
C (-2.28084, -1.10210, -3.35262)
C (-1.61417, -0.83779, -2.16501)
C (-0.63085, 1.85987, 0.35378)
C (-0.63139, 2.78400, 1.39284)
C (-0.16853, 4.06732, 1.14372)
C (0.29136, 4.40771, -0.12044)
C (0.29580, 3.47174, -1.14319)
C (-0.16803, 2.18318, -0.91388)
H (-4.30773, -0.06349, -0.22648)
H (-5.46684, -0.53886, -2.34753)
H (-4.17551, -1.20652, -4.34350)
H (-1.71607, -1.39632, -4.22654)
H (-0.53351, -0.91284, -2.13551)
H (-0.99865, 2.52007, 2.37607)
H (-0.17708, 4.80216, 1.93749)
H (0.64808, 5.41075, -0.31075)
H (0.64919, 3.74417, -2.12870)
H (-0.18243, 1.46048, -1.71767)
O (1.88206, -0.39956, -1.45890)
S (3.06873, -0.07221, -0.63477)
O (4.29670, -0.67315, -1.02551)
N (2.51023, -0.46005, 0.86489)
C (2.31624, 0.66323, 1.66724)
O (1.66196, 0.64074, 2.68324)
C (2.91429, 1.87121, 1.01464)
C (3.09928, 3.12077, 1.57431)
C (3.68503, 4.10746, 0.78969)
C (4.06463, 3.85085, -0.52638)
C (3.88104, 2.59475, -1.09452)
C (3.29745, 1.63385, -0.29626)
H (2.80587, 3.30368, 2.59888)
H (3.85648, 5.09018, 1.20781)
H (4.52383, 4.63561, -1.11166)
H (4.19379, 2.37779, -2.10608)

Calculated values
- HOMO energy (Eh) = -0.4240
- electronic energy (Ha) = -3418.07779
- relative energy (zero: lowest compared OMol25 entry of this formula, charge and spin) (kJ/mol) = 0.0
- total charge = +1
- orbital gap (eV) = 8.181
- maximum force (eV Å⁻¹) = 0.21


# 6
Below is a molecular structure, C34H24F6N7O7S3Sn in a non-equilibrium geometry, with properties calculated with ωB97M-V with the def2-TZVPD basis set.

CARTESIAN COORDINATES (ANGSTROEM)
Sn (12.75089, 13.63624, 12.31235)
O (10.65115, 17.48447, 9.38788)
S (11.04946, 16.31865, 11.11086)
O (9.47824, 16.73818, 11.60061)
N (11.48220, 15.43982, 12.57934)
C (11.48889, 16.01118, 13.81471)
C (10.59021, 17.02467, 14.32525)
C (10.78545, 17.52192, 15.57729)
C (11.65628, 16.95388, 16.51679)
C (12.45999, 15.84552, 16.16124)
C (13.28721, 15.14069, 17.04655)
C (14.12887, 14.17538, 16.50258)
C (14.11925, 13.85207, 15.14957)
N (13.30644, 14.53604, 14.32407)
C (12.44414, 15.45902, 14.76783)
C (12.05779, 17.81074, 11.49650)
C (11.44224, 19.07844, 11.63107)
C (12.21052, 20.19569, 11.87472)
C (13.58602, 20.04012, 11.93895)
C (14.19069, 18.84456, 11.70590)
C (13.40682, 17.71325, 11.47720)
H (9.85836, 17.43508, 13.68319)
H (10.14885, 18.38962, 15.90586)
H (11.73505, 17.37347, 17.48650)
H (13.28722, 15.28996, 18.10691)
H (14.87405, 13.66304, 17.16506)
H (14.79782, 13.20230, 14.63354)
H (10.35537, 19.12213, 11.58126)
H (11.70412, 21.11385, 11.88332)
H (14.22802, 20.87028, 12.20410)
H (15.23311, 18.72320, 11.60292)
H (13.63130, 16.74290, 11.11319)
F (14.89256, 12.06663, 8.78598)
C (14.91686, 10.82022, 8.29023)
F (15.89149, 10.10931, 8.84632)
F (14.98014, 10.81259, 6.98112)
S (13.35866, 9.86011, 8.89091)
O (13.55065, 9.72246, 10.34786)
O (13.27733, 8.63931, 8.09798)
N (12.24433, 10.93252, 8.35190)
S (11.31162, 11.87560, 9.22209)
O (12.13862, 12.85158, 9.96624)
O (10.27018, 11.20905, 9.92393)
C (10.75799, 13.18036, 7.86655)
F (10.25710, 14.28632, 8.46124)
F (9.96973, 12.60479, 6.88015)
F (11.93224, 13.50987, 7.29981)
N (20.22375, 7.57122, 9.64019)
C (19.43125, 8.31424, 10.12286)
C (18.47566, 9.21225, 10.68705)
C (17.28544, 8.57669, 11.10345)
C (16.22022, 9.37405, 11.59996)
C (16.45320, 10.82044, 11.84245)
C (17.78245, 11.31566, 11.58617)
C (18.75820, 10.53200, 10.98294)
C (15.41990, 11.78053, 12.02804)
C (14.60260, 12.70957, 12.09596)
H (17.21303, 7.51579, 10.88360)
H (15.23540, 8.94038, 11.76973)
H (17.96669, 12.32776, 11.97744)
H (19.53956, 11.05167, 10.57921)
N (10.67876, 9.98786, 13.66950)
C (9.91801, 10.97420, 14.28364)
C (10.44504, 12.16611, 14.01684)
N (11.52570, 11.95366, 13.13287)
C (11.64449, 10.62986, 12.90831)
H (10.56493, 8.95235, 13.68996)
H (9.03771, 10.74573, 14.89088)
H (10.15765, 13.18759, 14.26412)
H (12.36566, 10.19576, 12.19411)
O (9.44729, 16.93170, 8.80088)
N (8.32400, 17.19358, 9.54281)
C (7.19646, 17.74721, 9.09363)
C (6.14338, 17.88168, 9.91186)
C (5.99526, 17.12648, 11.08199)
C (7.10886, 16.47846, 11.57352)
C (8.32779, 16.32223, 10.69571)
H (7.30338, 18.24582, 8.15345)
H (5.35336, 18.56616, 9.56868)
H (5.06899, 16.97793, 11.59244)
H (7.23036, 16.17121, 12.59746)
H (8.58920, 15.36930, 10.37830)

Calculated values
- HOMO energy (alpha / beta) (Eh) = -0.2529 / -0.2761
- electronic energy (Ha) = -4227.60282
- relative energy (zero: lowest compared OMol25 entry of this formula, charge and spin) (kJ/mol) = 446.0
- orbital gap (alpha / beta) (eV) = 5.543 / 6.179
- maximum force (eV Å⁻¹) = 4.83
- 2S+1 = 2